(1)
68
Properties=species:S:1:pos:R:3:forces:R:3:nbo_charge:R:1 method="wB97M-V/def2-TZVPD" e_lumo_ha=0.083 gap_ev=6.5747 total_charge=-1 homo_ev=-4.33
Ti -1.14732 0.21826 -0.64513 0.2 -0.9 0.0 1.75
C -1.67492 -2.91238 4.18810 0.0 0.0 0.0 -0.27
C -0.94265 -1.77489 4.49459 0.0 0.0 -0.1 -0.18
C -0.49908 -0.92169 3.49594 0.0 0.0 0.0 -0.30
C -0.76002 -1.19548 2.14525 0.0 0.1 0.0 0.26
C -1.50547 -2.34254 1.85102 0.0 0.0 0.0 -0.26
C -1.95387 -3.17982 2.85540 0.0 0.0 0.0 -0.18
N -0.35989 -0.33890 1.11767 0.2 0.0 0.1 -0.74
C 0.51270 0.71960 1.39090 0.2 -0.2 -0.1 0.09
C 1.77192 0.60882 2.00166 -0.2 0.0 0.1 -0.16
C 2.54218 1.73558 2.18847 0.0 0.1 0.0 -0.24
C 2.10149 2.99156 1.74600 0.1 0.0 0.1 -0.23
C 0.90032 3.11874 1.08206 0.0 -0.1 0.1 -0.24
C 0.11461 1.97707 0.90132 -0.1 0.3 -0.3 0.15
N -1.04007 1.89965 0.11988 -0.2 0.3 0.1 -0.49
N -2.02246 2.85098 0.08783 0.0 0.1 0.0 -0.34
C -3.09469 2.26572 -0.37802 0.1 0.0 0.0 0.33
C -4.32758 2.97428 -0.56842 -0.1 -0.1 0.0 -0.23
C -5.42849 2.30688 -0.97718 0.0 0.1 0.0 -0.19
C -5.36612 0.90264 -1.23564 -0.1 -0.1 0.0 -0.34
C -4.18031 0.26855 -1.09083 0.1 0.1 0.0 0.07
N -3.03612 0.90160 -0.68913 -0.2 0.2 0.0 -0.68
H -2.01039 -3.58060 4.97084 0.0 0.0 0.0 0.20
H -0.71634 -1.53426 5.52698 0.0 0.0 0.0 0.20
H 0.04306 -0.02743 3.76888 0.0 0.0 0.0 0.22
H -1.70012 -2.59212 0.81791 0.0 0.0 0.1 0.21
H -2.50825 -4.07039 2.58412 0.0 0.0 0.0 0.20
H 2.10643 -0.36990 2.31815 0.1 0.0 0.0 0.23
H 3.51070 1.64874 2.66485 0.0 0.0 0.0 0.21
H 2.73000 3.85930 1.90510 0.0 0.0 0.0 0.20
H 0.55413 4.06868 0.69817 0.0 0.0 0.0 0.23
H -4.32918 4.03487 -0.36027 0.0 0.0 0.0 0.22
H -6.36465 2.83475 -1.11210 0.0 0.0 0.0 0.21
H -6.24020 0.35387 -1.55540 0.0 0.0 0.0 0.21
H -4.07638 -0.79010 -1.29877 0.0 0.0 0.0 0.20
C 3.38864 -2.99652 3.53094 0.0 0.1 0.0 -0.26
O 2.36927 -3.56818 2.72942 0.0 0.0 -0.2 -0.53
C 2.41570 -3.42831 1.37717 0.0 -0.1 0.3 0.03
S 3.61617 -2.44353 0.69641 0.0 0.1 -0.1 -0.38
S 1.24619 -4.30668 0.56749 -0.1 -0.1 -0.1 -0.32
H 3.13214 -3.26517 4.55445 0.0 0.0 0.0 0.18
H 3.42667 -1.91088 3.42654 0.0 0.0 0.0 0.18
H 4.37168 -3.38914 3.26501 0.0 0.0 0.0 0.19
C 2.55471 1.32239 -1.62384 0.1 0.1 0.0 -1.09
Ge 1.07522 1.83442 -2.81100 0.0 -0.1 0.1 1.62
C 0.61845 3.71157 -2.49026 0.0 0.0 -0.1 -1.08
C 1.82724 1.70170 -4.62815 -0.1 0.1 -0.1 -1.09
C -0.55350 0.76558 -2.63750 0.3 0.2 0.2 -1.37
H 3.27351 2.14645 -1.62528 0.0 0.0 0.0 0.23
H 3.08827 0.43818 -1.97632 0.0 0.0 0.0 0.21
H 2.25467 1.14127 -0.59396 0.0 0.0 0.0 0.25
H 1.50688 4.34234 -2.56617 0.0 0.0 0.0 0.22
H 0.17653 3.84028 -1.50344 0.0 0.0 0.0 0.24
H -0.10452 4.04740 -3.23624 0.0 0.0 0.0 0.22
H 2.73497 2.30347 -4.71212 0.0 0.0 0.0 0.22
H 1.10426 2.06574 -5.36158 0.0 0.0 0.0 0.22
H 2.07706 0.66965 -4.88165 0.0 0.0 0.0 0.22
H -0.48234 -0.09886 -3.30758 0.0 0.0 0.1 0.21
H -1.35828 1.40947 -3.01492 0.0 0.0 0.0 0.23
N 2.25196 -2.52377 -2.29392 0.2 0.4 0.1 -0.64
N 0.88695 -2.53810 -2.07996 0.0 -0.2 -0.1 0.19
N 0.12421 -3.48704 -2.57602 -0.2 0.0 -0.1 -0.20
C -1.06977 -3.14338 -2.12821 0.1 -0.2 0.0 0.14
N -1.01268 -2.03835 -1.37922 0.0 0.5 0.1 -0.34
N 0.24854 -1.67243 -1.35722 -0.2 -0.3 -0.1 0.01
H 2.45774 -1.60651 -2.68206 0.0 0.0 -0.1 0.36
H 2.72214 -2.53926 -1.36150 -0.2 -0.3 0.0 0.42
H -1.97169 -3.69341 -2.32946 0.0 0.0 0.0 0.21

(2)
69
Properties=species:S:1:pos:R:3:forces:R:3:nbo_charge:R:1 method="wB97M-V/def2-TZVPD" e_lumo_ha="-0.151 / -0.151" s_squared=8.7590 gap_ev="5.1781 / 5.1981" total_charge=+1 homo_ev="-9.30 / -9.30" spin_multiplicity=6
Sm 0.95149 -0.20870 -0.15793 -0.3 0.1 0.3 1.76
N 0.90981 -1.42356 4.14167 0.0 -0.1 -0.3 -0.75
C 0.93869 -1.62545 2.82089 0.2 -0.1 0.3 0.33
S -0.53211 -1.40327 1.92556 0.0 0.0 -0.3 -0.41
N 2.09325 -2.03354 2.30518 0.0 0.1 0.0 -0.43
N 2.07229 -2.04620 0.95040 0.2 -0.4 0.0 -0.31
C 2.87262 -2.82849 0.32347 -0.2 0.1 0.4 0.03
C 2.85804 -2.81032 -1.13175 0.1 0.0 -0.6 0.18
C 3.68714 -3.65202 -1.87776 -0.3 0.3 0.2 -0.21
C 3.62311 -3.60252 -3.25895 -0.1 0.1 -0.1 -0.12
C 2.73772 -2.72077 -3.86757 0.1 -0.1 0.1 -0.25
C 1.95561 -1.91271 -3.06179 0.0 0.0 0.0 0.07
N 2.00949 -1.94207 -1.72942 0.1 -0.1 0.2 -0.54
H 0.06625 -1.12637 4.59856 -0.1 0.1 0.0 0.43
H 1.74167 -1.58391 4.68318 0.1 0.0 0.0 0.42
H 3.49357 -3.53075 0.86684 0.2 0.0 0.0 0.22
H 4.35920 -4.32985 -1.37543 0.0 0.0 0.1 0.24
H 4.25271 -4.24680 -3.85547 0.0 0.0 0.0 0.24
H 2.65005 -2.66125 -4.94182 0.0 0.0 0.0 0.24
H 1.24487 -1.21520 -3.49567 0.0 0.0 0.0 0.21
N 1.81719 2.13040 -3.62233 0.0 -0.1 0.1 -0.76
C 2.47422 1.74229 -2.53195 -0.1 0.1 -0.2 0.70
O 1.88898 1.54102 -1.46177 0.0 -0.2 0.0 -0.71
C 3.96674 1.59603 -2.66243 0.2 0.1 -0.1 -0.65
I 4.80768 0.39104 -1.13476 0.0 0.0 -0.1 0.22
H 0.81575 2.26586 -3.56709 0.0 0.0 0.0 0.44
H 2.29388 2.33988 -4.48316 0.0 0.0 0.0 0.42
H 4.41892 2.58546 -2.58187 0.0 -0.1 0.0 0.28
H 4.23648 1.16582 -3.62488 0.0 0.0 0.1 0.25
N 2.21904 1.16753 1.57334 0.0 0.0 -0.1 -0.92
C 1.20395 1.82390 2.38894 0.1 0.2 0.0 0.15
C 1.47481 2.30587 3.66261 -0.3 -0.2 -0.2 -0.27
C 0.42681 2.82367 4.41611 0.2 0.0 0.1 -0.17
C -0.85407 2.88303 3.90112 -0.3 0.1 0.2 -0.27
C -1.09669 2.50649 2.59488 0.1 -0.3 -0.2 -0.17
C -0.06902 1.95612 1.85122 -0.1 0.1 -0.2 -0.26
S -2.29246 3.30002 4.92064 0.1 -0.1 -0.1 2.42
O -2.87342 4.43549 4.23408 0.0 0.0 0.0 -1.00
O -1.74068 3.55664 6.23367 0.0 0.0 -0.1 -1.00
O -3.06190 2.06695 4.80147 0.0 0.0 0.0 -1.02
H 2.81599 1.85615 1.11911 0.0 0.0 0.0 0.40
H 2.82384 0.60605 2.16995 0.0 0.0 -0.1 0.40
H 2.47164 2.23527 4.07664 0.1 0.0 0.0 0.22
H 0.57660 3.16232 5.43021 0.0 0.0 0.1 0.26
H -2.09871 2.58575 2.20120 -0.1 0.0 -0.1 0.24
H -0.31860 1.61169 0.83775 0.0 0.3 0.2 0.16
C -3.61970 -2.61120 0.93991 0.1 -0.1 0.1 -0.42
N -3.29054 -1.37431 0.19198 0.3 0.1 0.0 -0.36
C -4.48995 -0.50138 0.10249 -0.1 0.1 -0.1 -0.42
C -2.64437 -1.70626 -1.14897 0.1 0.0 0.0 -0.25
C -2.28579 -0.43677 -1.87949 0.1 0.0 0.0 0.00
C -3.17943 0.02291 -2.84957 0.1 -0.1 0.1 -0.23
C -3.06613 1.30064 -3.36591 0.0 0.0 0.0 -0.21
C -2.07846 2.13394 -2.86917 0.1 0.0 0.0 -0.21
C -1.15706 1.64434 -1.94948 0.1 -0.2 0.0 -0.26
C -1.17032 0.31824 -1.45719 -0.3 0.1 0.2 -0.56
H -4.00969 -2.33453 1.91636 0.0 0.0 0.0 0.24
H -2.71467 -3.20098 1.05775 0.0 0.0 0.0 0.24
H -4.37203 -3.16095 0.37566 0.0 0.0 0.0 0.22
H -2.58007 -0.84791 0.72519 -0.1 -0.2 -0.1 0.46
H -5.25818 -1.02408 -0.46544 0.0 0.0 0.0 0.22
H -4.22087 0.42532 -0.39081 0.0 0.1 0.0 0.25
H -4.83892 -0.29888 1.11260 0.0 0.0 0.0 0.25
H -3.36875 -2.31583 -1.69234 0.0 0.0 0.0 0.22
H -1.77272 -2.32336 -0.89422 -0.2 0.2 -0.1 0.23
H -3.99046 -0.61179 -3.17944 -0.1 -0.1 0.0 0.21
H -3.76671 1.65421 -4.10823 0.0 0.0 0.0 0.23
H -2.03040 3.16623 -3.19211 0.0 0.0 0.0 0.22
H -0.40724 2.34541 -1.58447 0.0 -0.1 0.0 0.20

(3)
69
Properties=species:S:1:pos:R:3:forces:R:3:nbo_charge:R:1 method="wB97M-V/def2-TZVPD" e_lumo_ha="-0.188 / -0.194" gap_ev="7.5886 / 7.6354" total_charge=+2 homo_ev="-12.71 / -12.92"
Ti 0.74341 -0.49615 -0.16352 -0.2 0.8 -0.2 1.60
N 4.86037 -0.14427 0.49430 0.0 0.0 0.0 -0.64
N 4.60858 1.20482 0.20229 0.0 0.0 -0.1 -0.43
C 3.51762 1.53945 -0.54501 -0.1 -0.1 0.1 0.63
N 3.52546 2.73909 -1.12314 0.0 -0.1 0.0 -0.78
N 2.53477 0.66494 -0.66940 0.1 0.1 0.2 -0.52
N 1.33633 1.04693 -1.30098 0.2 -0.5 -0.2 0.34
O 0.90358 -0.01748 -2.05090 0.0 -0.1 0.2 -0.55
O 0.98351 2.22244 -1.55576 -0.1 0.2 0.1 -0.54
H 5.34792 -0.18552 1.38097 0.0 0.0 0.0 0.37
H 5.46508 -0.55098 -0.21297 0.0 0.0 0.0 0.36
H 5.40446 1.82065 0.10801 0.0 0.0 0.0 0.38
H 4.32354 3.34546 -1.05796 0.0 0.0 0.0 0.41
H 2.64692 3.05880 -1.51934 0.0 0.0 0.0 0.46
C -2.34040 -3.02627 -1.73716 0.0 0.0 0.0 -0.71
C -1.25538 -2.85413 -0.72404 0.0 -0.1 0.1 0.75
O -0.90817 -1.71444 -0.34343 0.0 0.0 -0.1 -0.70
N -0.66706 -3.93377 -0.22408 0.0 0.0 -0.1 -0.55
C 0.45698 -3.84677 0.70580 0.0 0.0 0.1 -0.27
C 1.74728 -3.59360 -0.03567 0.0 0.0 -0.1 0.22
C 2.64406 -4.63426 -0.19791 0.0 0.0 0.0 -0.24
C 3.74152 -4.46987 -1.03085 0.0 0.0 0.0 -0.11
C 3.88861 -3.26657 -1.69253 0.0 0.0 0.0 -0.24
C 2.97331 -2.25832 -1.44969 0.0 0.1 0.0 0.09
N 1.93104 -2.38978 -0.61837 0.1 -0.2 0.1 -0.51
H -2.90558 -2.10270 -1.81434 0.0 0.0 0.0 0.26
H -3.00278 -3.85210 -1.48117 0.0 0.0 0.0 0.25
H -1.88431 -3.24120 -2.70573 0.0 0.0 0.0 0.27
H -0.95196 -4.83819 -0.56689 0.0 0.0 0.0 0.43
H 0.51807 -4.79397 1.23605 0.0 0.0 0.0 0.24
H 0.24544 -3.06947 1.43557 0.0 0.0 0.0 0.24
H 2.46680 -5.57439 0.30638 0.0 0.0 0.0 0.24
H 4.44562 -5.27813 -1.17693 0.0 0.0 0.0 0.25
H 4.69602 -3.09780 -2.39078 0.0 0.0 0.0 0.24
H 3.05990 -1.29787 -1.93401 0.0 0.0 0.0 0.24
N 0.75703 -0.76241 4.14863 -0.1 0.0 -0.1 -0.48
C 2.11858 -0.65610 3.99039 0.0 0.0 0.0 -0.06
C 2.33282 -0.66307 2.65032 0.1 -0.1 0.0 -0.08
N 1.12207 -0.77830 1.99579 -0.1 0.1 -0.1 -0.58
C 0.19283 -0.82916 2.93503 0.0 0.1 0.1 0.22
H 0.26083 -0.78551 5.02517 0.0 0.0 0.0 0.45
H 2.78888 -0.58588 4.82828 0.0 0.0 0.0 0.25
H 3.25146 -0.61351 2.09127 0.0 0.0 0.0 0.25
H -0.86960 -0.89264 2.76505 0.0 0.0 0.0 0.24
N -0.74129 0.89083 0.38358 0.1 -0.2 0.1 -1.16
S -2.11150 1.00716 -0.47574 0.0 -0.2 0.0 1.11
C -2.10639 2.51371 -1.40090 0.0 0.1 0.0 -0.18
C -1.98858 2.39833 -2.77689 0.0 0.0 0.0 -0.20
C -1.95799 3.55445 -3.54332 0.0 0.0 0.0 -0.19
C -2.03495 4.79379 -2.92754 0.0 0.0 0.0 -0.16
C -2.14848 4.89504 -1.54394 0.0 0.0 0.0 -0.20
C -2.18941 3.75016 -0.76983 0.0 0.0 0.0 -0.22
C -3.42117 1.33361 0.68900 0.0 0.1 0.0 -0.17
C -4.69394 1.53783 0.16940 0.0 0.0 0.0 -0.22
C -5.74440 1.76267 1.04182 0.0 0.0 0.0 -0.18
C -5.52097 1.78113 2.41422 0.0 0.0 0.0 -0.18
C -4.24669 1.57429 2.91663 0.0 0.0 0.0 -0.18
C -3.18357 1.34372 2.05104 0.0 0.0 0.0 -0.26
H -0.44600 1.81306 0.70261 0.1 0.0 0.0 0.39
H -1.90603 1.42409 -3.24130 0.0 0.0 0.0 0.23
H -1.87318 3.48593 -4.61905 0.0 0.0 0.0 0.23
H -2.01374 5.69330 -3.52831 0.0 0.0 0.0 0.23
H -2.21767 5.86741 -1.07577 0.0 0.0 0.0 0.23
H -2.30826 3.81730 0.30528 0.0 0.0 0.0 0.23
H -4.86173 1.53745 -0.90134 0.0 0.0 0.0 0.23
H -6.73872 1.92752 0.64971 0.0 0.0 0.0 0.24
H -6.34549 1.96091 3.09064 0.0 0.0 0.0 0.24
H -4.07391 1.59900 3.98428 0.0 0.0 0.0 0.23
H -2.18143 1.18930 2.42895 0.0 0.0 0.0 0.22

Sequential ΔE to the lowest compared entry with this formula, charge and spin output: 1.312; 1.664; 0.000 eV